[1]
C35H32LuN5O9P3S as an isolated structure, computed with wB97M-V/def2-TZVPD.

Summary:
E_tot, eV: -135023.9372
HOMO level (alpha / beta), eV: -4.8 / -4.8
LUMO energy (alpha / beta), eV: 2.005 / 2.005
Charge: -1
Energy relative to the best compared isomer or geometry (same formula, charge and spin), eV: 0.696

Last column: Löwdin charge in e.
Cartesian coordinates (Å):
Lu: 0.416959 -0.704885 0.944750  1.386
S: 0.243651 1.320569 2.676844  0.487
C: -1.469719 1.481087 3.021951  -0.785
N: -2.112722 2.547687 3.362187  0.031
N: -3.435278 2.412587 3.727454  -0.018
C: -4.182651 3.594849 3.597185  -0.237
C: -5.591182 3.541801 3.862360  -0.053
C: -6.329752 4.676024 3.949439  -0.128
C: -5.715255 5.905301 3.701876  -0.123
C: -4.400785 5.930773 3.278293  -0.101
C: -3.613581 4.789493 3.224023  -0.046
N: -2.312307 0.300065 2.938620  0.055
N: -1.775700 -0.677971 2.389085  -0.058
C: -2.707608 -1.773756 2.213264  -0.254
C: -3.798585 -1.626778 1.346404  -0.022
C: -4.815560 -2.591613 1.287452  -0.050
C: -4.682315 -3.688469 2.168755  -0.099
C: -3.595505 -3.831606 2.986952  -0.095
C: -2.521986 -2.939428 2.947959  -0.032
H: -3.884553 1.473491 3.637832  0.134
H: -6.068593 2.575081 4.032888  0.104
H: -7.402715 4.601771 4.168650  0.104
H: -6.302372 6.756513 3.965878  0.081
H: -3.921955 6.831414 2.947944  0.093
H: -2.599201 4.910149 2.916167  0.095
H: -3.797932 -0.728094 0.720399  0.106
H: -5.565609 -2.610524 0.532135  0.093
H: -5.421074 -4.496176 2.120480  0.103
H: -3.457081 -4.659508 3.643649  0.096
H: -1.552414 -3.128767 3.436662  0.096
O: 2.644533 -0.153466 1.166342  -0.188
C: 2.392814 -0.130343 -0.061303  -0.376
C: 3.671550 -0.254219 -0.920732  -0.253
C: 4.846920 -0.653629 -0.352120  -0.035
C: 6.036901 -0.636423 -1.143290  -0.044
C: 5.957253 -0.027693 -2.426615  -0.108
C: 4.779627 0.319679 -2.961902  -0.113
C: 3.590565 0.187520 -2.239208  -0.257
P: 1.824036 0.477036 -2.880415  1.115
C: 1.080598 1.958229 -2.178400  -0.429
C: 0.037410 2.429907 -2.928667  -0.123
C: -0.749060 3.472872 -2.403981  -0.112
C: -0.488955 4.012749 -1.192125  -0.092
C: 0.656459 3.585236 -0.443113  -0.070
C: 1.423545 2.587019 -0.975062  -0.114
C: 2.391861 1.083438 -4.498702  -0.448
C: 2.490519 0.195244 -5.520235  -0.109
C: 3.094743 0.590696 -6.742810  -0.103
C: 3.609648 1.844140 -6.923361  -0.107
C: 3.435608 2.756260 -5.872067  -0.086
C: 2.922838 2.360314 -4.638757  -0.096
H: 4.944691 -1.038182 0.625665  0.101
H: 6.976965 -1.017832 -0.755585  0.090
H: 6.903652 0.204454 -3.024341  0.123
H: 4.787259 0.695157 -3.967492  0.092
H: -0.386164 1.980556 -3.840279  0.118
H: -1.577186 3.922636 -2.941230  0.099
H: -1.143364 4.848970 -0.826339  0.113
H: 0.885565 3.926661 0.559049  0.094
H: 2.320188 2.270416 -0.443857  0.100
H: 2.243051 -0.884320 -5.458866  0.113
H: 3.243734 -0.108955 -7.517192  0.079
H: 3.985286 2.176655 -7.934503  0.117
H: 3.768548 3.761180 -6.008353  0.087
H: 2.929074 3.040435 -3.784631  0.118
C: 1.352163 -6.075880 1.181470  -0.074
C: 0.953596 -4.627398 1.108464  -0.598
O: -0.463541 -4.681428 0.910511  -0.045
P: 1.569115 -3.724858 -0.415620  0.528
O: 3.127852 -3.556968 -0.294209  -0.123
O: 1.438788 -4.662459 -1.708631  -0.096
O: 0.661640 -2.520930 -0.480692  -0.390
P: 1.535220 -3.646462 2.531154  0.389
O: 1.018024 -4.463851 3.839561  -0.135
O: 3.042222 -3.715428 2.517177  -0.295
O: 0.828663 -2.264346 2.492485  -0.448
H: 0.891491 -6.678493 0.383473  0.093
H: 1.056470 -6.459624 2.211041  0.105
H: 2.428386 -6.182520 1.191727  0.079
H: -0.791373 -3.807080 0.957441  0.033
H: 3.331790 -3.782085 0.708188  0.099
H: 0.597463 -4.584155 -2.204875  0.113
H: 0.253958 -3.986788 4.235767  0.075
O: -2.724316 -0.431036 -2.047088  0.042
C: -2.009855 -0.190352 -1.142644  -0.573
N: -1.255089 0.068662 -0.267757  -0.035

Forces on atoms 1 to 6 (eV/Å):
Lu -0.06 0.72 0.72
S -0.41 0.74 0.32
C -0.08 -0.55 -0.06
N 0.15 -0.86 0.01
N -0.23 0.22 -0.36
C -1.03 -1.62 0.33

[2]
C35H32N11STi as an isolated structure, computed with wB97M-V/def2-TZVPD.

Summary:
E_tot, eV: -87155.0362
HOMO level (alpha / beta), eV: -9.0 / -8.9
LUMO energy (alpha / beta), eV: -3.737 / -3.732
Charge: +1
Energy relative to the best compared isomer or geometry (same formula, charge and spin), eV: 0.000

Last column: Löwdin charge in e.
Cartesian coordinates (Å):
Ti: 0.526009 1.268248 -0.415728  1.020
C: -2.058400 -3.491737 -0.932940  -0.097
C: -0.711449 -3.161667 -0.846546  -0.086
C: -0.319445 -1.954517 -0.286426  -0.084
C: -1.266700 -1.029731 0.164939  -0.309
C: -2.621331 -1.369069 0.072320  -0.038
C: -3.005948 -2.590699 -0.462124  -0.082
N: -0.831904 0.239897 0.575760  -0.056
C: -1.485557 0.946378 1.595432  -0.237
C: -2.236414 0.411041 2.635865  -0.036
C: -2.767122 1.257576 3.599976  -0.085
C: -2.544598 2.630150 3.539004  -0.087
C: -1.780203 3.173344 2.516972  -0.020
C: -1.253411 2.327612 1.550507  -0.233
N: -0.424398 2.689969 0.479883  -0.156
N: -0.189096 4.011807 0.326850  0.072
C: 0.589484 4.168897 -0.732998  -0.354
C: 0.962693 5.461727 -1.209474  -0.013
C: 1.722814 5.575729 -2.323108  -0.071
C: 2.137247 4.400933 -3.013787  -0.076
C: 1.766757 3.193910 -2.522453  -0.148
N: 1.011441 3.037051 -1.391140  -0.028
H: -2.364812 -4.440013 -1.354281  0.102
H: 0.040855 -3.857012 -1.199824  0.109
H: 0.733029 -1.731322 -0.148199  0.076
H: -3.370256 -0.665357 0.413299  0.117
H: -4.059457 -2.835643 -0.519871  0.106
H: -2.390415 -0.659926 2.690453  0.089
H: -3.359785 0.844978 4.406740  0.101
H: -2.967578 3.278435 4.294622  0.103
H: -1.587495 4.234667 2.448556  0.106
H: 0.608303 6.317331 -0.652053  0.114
H: 2.009649 6.550293 -2.695052  0.108
H: 2.733972 4.460650 -3.911960  0.102
H: 2.061140 2.282494 -3.028012  0.092
N: -1.861681 -0.183601 -3.784286  0.161
C: -1.424930 0.440877 -2.701106  -0.093
N: -0.180558 0.448315 -2.312829  0.055
C: 0.773037 -0.260624 -3.044650  -0.269
N: 1.999202 -0.352473 -2.640712  0.110
N: 2.155500 0.274403 -1.423242  -0.082
C: 3.309018 0.298329 -0.872982  -0.004
C: 3.394131 0.942000 0.436874  -0.254
C: 4.562333 0.981757 1.164338  0.013
C: 4.542510 1.586632 2.419004  -0.019
C: 3.361832 2.124420 2.885091  -0.017
C: 2.223015 2.049789 2.090328  -0.096
N: 2.235034 1.472983 0.893787  0.026
C: 0.358842 -0.919005 -4.277281  -0.078
C: 1.253927 -1.605778 -5.101469  0.004
C: 0.798332 -2.230774 -6.241181  -0.048
C: -0.557165 -2.184862 -6.574305  -0.045
C: -1.456378 -1.513216 -5.773247  0.000
C: -0.988907 -0.881098 -4.626739  -0.160
H: -2.845421 -0.157642 -4.004239  0.171
H: -2.154442 0.972621 -2.101698  0.160
H: 4.179169 -0.145283 -1.348355  0.148
H: 5.466728 0.543990 0.765303  0.126
H: 5.442576 1.627246 3.017204  0.122
H: 3.300573 2.595319 3.855281  0.122
H: 1.278932 2.461204 2.423033  0.121
H: 2.297874 -1.633635 -4.823202  0.119
H: 1.490660 -2.759438 -6.881433  0.115
H: -0.908046 -2.679027 -7.470026  0.117
H: -2.507965 -1.474542 -6.028729  0.122
S: 1.656188 -1.301050 2.722431  0.612
C: 0.383204 -2.208617 3.357648  -0.865
N: -0.051593 -3.324264 2.752609  0.017
C: -1.078054 -4.205993 3.287025  -0.160
C: -2.081037 -3.384530 4.078029  -0.160
C: -1.347654 -2.546913 5.112214  -0.165
N: -0.240436 -1.836740 4.485741  0.013
H: 0.422346 -3.567743 1.900098  0.109
H: -0.626551 -4.970450 3.927040  0.125
H: -1.559232 -4.709964 2.450180  0.121
H: -2.795980 -4.039445 4.574229  0.121
H: -2.636815 -2.737443 3.394997  0.102
H: -0.975140 -3.185353 5.918352  0.123
H: -2.016686 -1.809602 5.555216  0.120
H: 0.102106 -0.987221 4.900428  0.120

Forces on atoms 1 to 6 (eV/Å):
Ti -0.36 0.08 -0.02
C 0.03 0.00 0.00
C -0.03 -0.01 0.00
C 0.02 0.02 0.02
C 0.03 -0.03 0.00
C 0.00 0.00 -0.02

[3]
C35H32N6O5V as an isolated structure, computed with wB97M-V/def2-TZVPD.

Summary:
E_tot, eV: -81680.6534
HOMO level (alpha / beta), eV: -5.7 / -7.6
LUMO energy (alpha / beta), eV: 0.439 / -0.188
Multiplicity: 4
Charge: 0
Energy relative to the best compared isomer or geometry (same formula, charge and spin), eV: 0.073

Last column: Löwdin spin population.
Cartesian coordinates (Å):
V: 1.615735 0.572169 0.813361  2.092
O: -0.475354 1.571928 5.755682  0.003
C: -1.517487 1.058738 5.082521  0.007
C: -2.732382 0.941404 5.759878  -0.001
C: -3.848970 0.442152 5.118443  0.009
C: -3.780748 0.047649 3.784013  -0.001
C: -2.578744 0.154373 3.112806  0.007
C: -1.433801 0.646785 3.740651  0.000
C: -0.176973 0.710239 2.970967  0.044
O: -0.139666 0.199816 1.782601  0.031
N: 0.879098 1.262444 3.535395  0.002
N: 1.927358 1.208539 2.658366  0.140
C: 3.154356 1.557242 3.017003  0.208
C: 4.134976 1.482089 1.995025  0.096
C: 5.485260 1.834803 2.186718  0.038
C: 6.356839 1.772486 1.132805  0.055
C: 5.892151 1.354955 -0.127522  0.073
C: 4.573460 0.998662 -0.250512  0.033
N: 3.701017 1.032304 0.771245  0.111
H: 0.281248 1.633699 5.120838  0.000
H: -2.770527 1.259746 6.793257  0.000
H: -4.782996 0.363469 5.660876  0.001
H: -4.658334 -0.329839 3.275278  0.000
H: -2.495485 -0.139129 2.074502  0.001
H: 3.391604 1.872816 4.025786  0.012
H: 5.808789 2.161123 3.166150  0.000
H: 7.395194 2.046411 1.267164  0.002
H: 6.550654 1.302391 -0.982013  0.004
H: 4.169044 0.659171 -1.197120  0.001
C: -2.309445 -1.508234 -3.929573  0.000
O: -2.878665 -0.627205 -2.957862  0.000
C: -3.311476 -1.237834 -1.804507  0.000
C: -4.671887 -1.271505 -1.536656  0.000
C: -5.138839 -1.819524 -0.352866  0.000
C: -4.242077 -2.332859 0.574153  0.000
C: -2.882808 -2.282423 0.316652  0.000
C: -2.404276 -1.734790 -0.868839  0.000
N: -1.000421 -1.730866 -1.110792  0.002
C: -0.199319 -0.620561 -1.026593  0.007
N: -0.776329 0.559728 -1.241282  0.001
C: -0.220623 1.861794 -1.114803  0.007
C: 0.856920 2.148078 -0.288322  -0.024
C: 1.283746 3.481814 -0.233272  0.008
C: 0.630183 4.477451 -0.933985  -0.003
C: -0.480750 4.177522 -1.721822  0.010
C: -0.910879 2.867434 -1.809572  -0.002
O: -1.995274 2.446931 -2.531127  -0.002
C: -2.806033 3.438502 -3.129439  0.000
N: 1.090690 -0.745835 -0.724173  0.010
C: 1.676757 -2.030722 -0.792003  0.007
C: 2.189626 -2.629631 0.352622  0.005
C: 2.840907 -3.856795 0.302139  0.001
C: 2.967210 -4.506214 -0.909533  -0.001
C: 2.452228 -3.936903 -2.070784  0.001
C: 1.815171 -2.706281 -2.021095  0.000
O: 1.293615 -2.068171 -3.100551  0.000
C: 1.456838 -2.681029 -4.365174  0.000
H: -2.062531 -0.891742 -4.790414  0.000
H: -3.037650 -2.268471 -4.221911  0.000
H: -1.404889 -1.983769 -3.547767  0.000
H: -5.346884 -0.855915 -2.273320  0.000
H: -6.201582 -1.840007 -0.151731  0.000
H: -4.595813 -2.751471 1.506604  0.000
H: -2.168820 -2.641353 1.048604  0.000
H: -0.530381 -2.565472 -0.790185  0.000
H: -1.710172 0.541597 -1.630953  0.000
H: 2.130384 3.744633 0.391951  0.001
H: 0.965632 5.505171 -0.866184  -0.001
H: -0.995366 4.965757 -2.252058  0.001
H: -2.255322 3.992935 -3.893238  0.000
H: -3.190865 4.138157 -2.383359  0.000
H: -3.635993 2.912321 -3.593570  0.000
H: 2.058250 -2.123427 1.304955  0.004
H: 3.233770 -4.297021 1.208289  0.000
H: 3.465287 -5.464920 -0.967100  0.000
H: 2.563911 -4.458000 -3.010925  0.000
H: 1.015783 -2.000016 -5.087883  0.000
H: 0.939981 -3.643494 -4.411728  0.000
H: 2.513191 -2.825973 -4.603188  0.000

Forces on atoms 1 to 6 (eV/Å):
V -0.05 0.37 -0.31
O 0.02 0.02 -0.02
C -0.03 0.04 -0.03
C -0.02 -0.01 -0.01
C 0.04 -0.01 -0.01
C -0.02 0.01 0.01

What is the charge in the third record?
0

Which formula does entry 2 have?
C35H32N11STi

The highest energy relative to the best compared isomer or geometry (same formula, charge and spin) belongs to which entry?
C35H32LuN5O9P3S